Formula: C2H5Cl2N
Source: OMol25
Level of theory: ωB97M-V/def2-TZVPD

Positions of all 10 atoms, in Å:
1 C 1.36599 0.50391 0.08510
2 C -0.14437 0.65432 -0.00674
3 H 1.91511 -1.37849 -0.63961
4 H 2.63823 -0.84991 0.84655
5 H 1.74634 1.10046 -0.79659
6 H 1.58798 0.96361 1.01919
7 H -0.47105 1.72013 -0.01134
8 N 1.78024 -0.85900 0.24381
9 Cl -0.65152 0.01063 -1.49640
10 Cl -0.94896 -0.15723 1.34375

***

Formula: C2H5ClIN
Source: OMol25
Level of theory: ωB97M-V/def2-TZVPD

Positions of all 10 atoms, in Å:
1 C 0.61051 -0.96252 -0.26754
2 C 0.23221 0.33826 0.35878
3 N -0.87263 0.86742 -0.26402
4 Cl 1.53452 1.53215 -0.02880
5 I -2.67162 -0.21189 0.00912
6 H 0.68667 -0.70495 -1.33705
7 H -0.08080 -1.82070 0.05104
8 H 1.71580 -1.24427 0.09155
9 H 0.07834 0.46453 1.37810
10 H -1.23299 1.74198 0.00882

***

Formula: C2H5ClN2O
Source: OMol25
Level of theory: ωB97M-V/def2-TZVPD

Positions of all 11 atoms, in Å:
1 C -0.53009 0.76708 0.21280
2 C -2.59776 -0.41052 0.06954
3 N 0.49109 1.29204 0.07977
4 N 2.97660 -0.46399 -0.10737
5 O -1.64545 0.35500 0.72527
6 Cl 4.55009 0.32740 0.16256
7 H -3.32406 -0.41929 0.98436
8 H -2.34124 -1.41143 -0.17830
9 H -2.86477 0.33426 -0.78370
10 H 3.00982 -0.65986 -1.15681
11 H 2.27578 0.28930 -0.00812

***

Electronic energy values (in eV) by entry order: -28689.8244; -24267.0044; -19702.0030.
Energy above the lowest of the compared OMol25 structures with the same formula, charge and spin values (in kcal per mole) by entry order: 0.9; 0.0; 63.3.